Version 1
Molecular formula: C3H10NO2
Method: DFT, wB97M-V/def2-TZVPD

The orbital gap (spin up / spin down) is 10.367 / 10.368 eV. As for the net charge: +1. As for the spin multiplicity: 1. As for the HOMO energy (spin up / spin down): -14.725 / -14.726 eV.

Last column: natural (NBO) charge in e.
CARTESIAN COORDINATES (ANGSTROEM)
1 C -1.0486 -0.2057 0.2787  0.569
2 H 0.8099 1.0397 1.6338  0.275
3 H 0.4120 2.0661 0.2320  0.233
4 C 0.9237 1.1620 0.5572  -0.431
5 H 1.9828 1.2481 0.3205  0.247
6 H 1.5297 0.2960 -1.8431  0.253
7 H -1.5521 0.6739 0.6622  0.231
8 H 0.2502 -0.8999 -2.0579  0.239
9 H -1.1845 -1.2606 2.5634  0.478
10 H -1.4424 -1.9168 -0.5461  0.527
11 N 0.3532 -0.0210 -0.1202  -0.410
12 O -1.8180 -1.0436 -0.3410  -0.602
13 H 0.8647 -0.8380 0.2585  0.482
14 O -0.4277 -1.1730 1.9789  -0.903
15 C 0.5017 0.0494 -1.5899  -0.430
16 H -0.1546 0.8233 -1.9869  0.242



Version 2
Molecular formula: C3H10NO2
Method: DFT, wB97M-V/def2-TZVPD

The orbital gap is 11.177 eV. As for the net charge: +1. As for the spin multiplicity: 1. As for the HOMO energy: -14.852 eV.

Last column: natural (NBO) charge in e.
CARTESIAN COORDINATES (ANGSTROEM)
1 C -2.1267 0.0046 0.4374  0.402
2 C 0.5733 1.5680 -0.8555  -0.416
3 N 0.2698 0.4936 0.1382  -0.518
4 H 1.5116 2.0408 -0.5756  0.247
5 O -2.0772 0.2113 1.6174  -0.474
6 H -0.7067 -1.4663 0.0077  0.265
7 H 2.7607 -1.7833 0.9507  0.506
8 H 1.5201 -2.6544 0.7062  0.503
9 C -0.8472 -0.4285 -0.2851  -0.331
10 H 0.7144 1.1248 -1.8371  0.233
11 O 1.8497 -1.7538 0.6237  -0.981
12 H -0.2864 2.2301 -0.8868  0.233
13 H 1.0521 -0.0975 0.4762  0.484
14 H -3.0946 -0.0481 -0.0850  0.167
15 H -0.1725 0.9583 0.9369  0.445
16 H -0.9405 -0.3996 -1.3692  0.236



Ranked by calculated energy, most stable first: version 2, version 1.